This record from the OMol25 dataset describes a 3-piece molecular cluster, C26H35B2Cl2F2N2O5S overall in a non-equilibrium geometry. The level of theory is the ωB97M-V functional and the def2-TZVPD basis.

The calculation puts the total energy at -3065.296165 hartree. As for the lowest unoccupied orbital energy: -4.486 eV. For the maximum force, the calculation gives 3.77 eV/A. As for the charge: +1. The value obtained for the molar mass is 618.2 g mol⁻¹.

Each line ends with the Löwdin charge.
Positions of all 75 atoms, in Å:
1 C 4.7846 -1.6482 0.8254  -0.08
2 C 3.8200 -0.4072 0.5686  -0.12
3 B 2.4197 -0.9683 0.0815  -0.42
4 O 2.3910 -1.9830 -0.8632  0.18
5 N 1.0486 -0.4971 0.6296  0.05
6 N 0.4826 -1.4061 1.3829  0.17
7 C -0.6801 -1.0952 1.9314  0.01
8 C -1.2765 0.2114 1.6832  -0.11
9 C -2.6441 0.5314 2.3486  -0.59
10 Cl -2.2467 1.1283 4.0275  0.67
11 C -3.6094 -0.7387 2.3648  -0.23
12 C -3.6190 -1.4891 3.7564  -0.14
13 C -0.6435 1.1918 0.8218  -0.05
14 C -1.2501 2.5835 0.5590  -0.11
15 C -1.9692 2.7430 -0.8333  -0.14
16 C -2.9381 1.5522 -1.1564  -0.20
17 C -2.2431 0.3618 -1.9203  -0.24
18 S -3.5095 -0.6450 -2.7761  0.36
19 O -4.6229 -0.9428 -1.8963  -0.35
20 O -2.9386 -1.8749 -3.2843  -0.35
21 Cl -4.2545 0.4239 -4.3968  0.38
22 C 0.6471 0.7358 0.2605  -0.09
23 C 1.3767 1.7150 -0.6712  0.02
24 B 2.2300 2.7972 0.2008  -0.56
25 O 2.1527 4.1580 -0.1730  0.13
26 O 3.0051 2.4960 1.3219  0.16
27 H 5.2727 -1.5353 1.8234  0.09
28 H 5.5401 -1.7811 0.0240  0.09
29 H 4.1430 -2.5636 0.8980  0.07
30 H 3.6660 0.0806 1.5646  0.10
31 H 4.2225 0.3138 -0.1831  0.12
32 H 1.8100 -1.7825 -1.6173  0.13
33 H -1.1920 -1.8442 2.5607  0.12
34 H -3.2109 1.3285 1.8300  0.08
35 H -4.6591 -0.3746 2.2222  0.12
36 H -3.4122 -1.4294 1.5128  0.12
37 H -4.1531 -2.4633 3.6579  0.09
38 H -4.1629 -0.8975 4.5227  0.07
39 H -2.5659 -1.6670 4.0747  0.05
40 H -0.4892 3.3925 0.7103  0.12
41 H -2.0075 2.7653 1.3620  0.11
42 H -2.5923 3.6704 -0.7978  0.13
43 H -1.2491 2.8780 -1.6809  0.10
44 H -3.7771 1.9445 -1.7717  0.11
45 H -3.3631 1.1195 -0.2202  0.10
46 H -1.4903 0.7204 -2.6596  0.10
47 H -1.7530 -0.3109 -1.1727  0.10
48 H 0.5764 2.3210 -1.1641  0.08
49 H 1.9517 1.2529 -1.5063  0.14
50 H 1.5166 4.6010 0.4179  0.12
51 H 2.4310 2.1292 2.0195  0.12
52 F -1.5990 -4.1517 2.0040  0.03
53 C -0.7511 -5.0318 2.5854  -0.29
54 C -1.2529 -5.9750 3.4611  -0.02
55 C -0.3830 -6.8805 4.0534  -0.07
56 C 0.9766 -6.8240 3.7704  -0.09
57 C 1.4668 -5.8668 2.8914  -0.08
58 C 0.5970 -4.9668 2.2895  -0.03
59 H -2.3143 -5.9981 3.6750  0.12
60 H -0.7648 -7.6295 4.7356  0.11
61 H 1.6545 -7.5286 4.2366  0.11
62 H 2.5268 -5.8210 2.6743  0.11
63 H 0.9592 -4.2190 1.5945  0.10
64 F -0.2277 2.5514 -4.2666  0.04
65 C 0.8015 3.3648 -4.6040  -0.28
66 C 1.6496 3.8197 -3.6141  -0.02
67 C 2.7095 4.6499 -3.9520  -0.07
68 C 2.8999 5.0220 -5.2770  -0.08
69 C 2.0351 4.5599 -6.2630  -0.07
70 C 0.9809 3.7207 -5.9259  -0.01
71 H 1.4773 3.5251 -2.5874  0.07
72 H 3.3847 5.0062 -3.1838  0.11
73 H 3.7239 5.6732 -5.5414  0.11
74 H 2.1817 4.8536 -7.2947  0.11
75 H 0.3024 3.3441 -6.6810  0.12

Forces on atoms 1 to 3 (eV/Å):
-0.609 -0.055 0.238
-0.570 -0.636 1.077
1.285 -1.230 -1.034